# 1
This record from the Open Molecules 2025 dataset describes a molecular structure, C16H21N6O5OsPS at a distorted geometry. The level of theory is the ωB97M-V functional and the def2-TZVPD basis.

Positions of all 51 atoms, in Å:
Os: -0.7364 -0.3081 0.9687
C: -2.0842 3.5916 2.1450
C: -1.7859 2.2941 1.4945
N: -1.1238 1.3325 2.0856
N: -0.6595 1.5039 3.3283
C: -0.5508 0.4606 4.1151
N: 0.1332 0.5501 5.2438
S: -1.4426 -1.0149 3.7825
C: -2.2895 1.9457 0.1654
C: -2.8813 2.8655 -0.6822
C: -3.3777 2.4408 -1.9066
C: -3.2872 1.0971 -2.2391
C: -2.6685 0.2348 -1.3553
N: -2.1665 0.6352 -0.1844
H: -1.8492 3.5408 3.2030
H: -3.1358 3.8503 2.0153
H: -1.4938 4.3968 1.6988
H: 0.6244 1.3985 5.4833
H: 0.1396 -0.2107 5.9015
H: -2.9518 3.9041 -0.3907
H: -3.8350 3.1452 -2.5883
H: -3.6897 0.7224 -3.1694
H: -2.5744 -0.8166 -1.5860
O: 3.2449 -4.6250 0.6147
C: 2.3497 -4.7221 -0.3331
O: 2.4447 -5.4441 -1.2859
C: 1.0977 -3.8796 -0.2222
C: -0.0174 -4.1018 -1.0114
N: -0.9016 -3.1316 -0.7558
N: -0.4476 -2.2874 0.1794
C: 0.7694 -2.7425 0.5276
C: 1.4798 -2.0097 1.6333
O: 2.4950 -2.4423 2.1240
O: 0.8657 -0.9234 2.0140
H: 3.0967 -3.8957 1.2496
H: -0.1967 -4.8889 -1.7271
H: -1.8409 -3.0623 -1.1106
C: 3.0242 -0.5002 -1.4707
P: 1.7277 0.7283 -1.7281
C: 2.5000 2.3540 -1.7386
C: 0.9961 0.4372 -3.3539
O: 0.6565 0.6411 -0.6553
H: 3.8832 -0.2946 -2.1100
H: 2.6446 -1.4968 -1.6998
H: 3.3378 -0.4586 -0.4267
H: 3.2362 2.4231 -2.5398
H: 2.9937 2.5215 -0.7814
H: 1.7337 3.1150 -1.8842
H: 1.7532 0.4395 -4.1383
H: 0.2640 1.2189 -3.5574
H: 0.4961 -0.5315 -3.3409

Summary:
lowest unoccupied orbital energy (alpha / beta): -7.18 / -9.06 eV
energy relative to the best compared isomer or geometry (same formula, charge and spin): 11.4 kcal per mole
strongest force on any atom: 0.026 hartree/bohr
charge: +2
HOMO level (alpha / beta): -14.9 / -15.1 eV
spin multiplicity: 5
frontier orbital gap (alpha / beta): 0.2843 / 0.2233 hartree
⟨S²⟩: 6.038


# 2
This record from the Open Molecules 2025 dataset describes C11H13FO2S in the gas phase at a distorted geometry. The level of theory is the ωB97M-V functional and the def2-TZVPD basis.

Positions of all 28 atoms, in Å:
C: -0.6957 -3.4555 -0.5491
C: -0.9565 -2.2764 -0.2602
C: -1.3980 -0.8656 -0.1372
S: 0.1661 0.0541 0.5963
O: 0.5017 -0.6690 1.7838
O: -0.2156 1.4237 0.7077
C: 1.7525 0.0304 -0.3279
C: 2.6519 0.6552 0.7315
C: 4.1165 0.7959 0.3358
C: -2.3431 -0.5763 0.9173
C: -3.1806 0.4749 0.8683
C: -3.0576 1.4979 -0.1542
C: -2.3907 1.1202 -1.2338
C: -1.6671 -0.1757 -1.4329
F: -0.5347 -0.1263 -2.1912
H: -0.3196 -4.3354 -0.8564
H: 1.6358 0.3524 -1.3075
H: 2.0209 -1.0609 -0.5009
H: 2.1591 1.7769 0.7920
H: 2.6786 -0.0196 1.6077
H: 4.6960 -0.1759 0.1489
H: 4.0898 1.4605 -0.4701
H: 4.6493 1.1520 1.1866
H: -2.4565 -1.2245 1.7382
H: -3.6009 0.7546 1.8660
H: -3.6887 2.3524 0.0172
H: -2.1579 1.8008 -1.9347
H: -2.4550 -0.7408 -1.9412

Summary:
lowest unoccupied orbital energy: -0.05 eV
energy relative to the best compared isomer or geometry (same formula, charge and spin): 65.3 kcal per mole
strongest force on any atom: 0.137 hartree/bohr
HOMO level: -8.7 eV
structure (SMILES): C#C[C@]1(S(=O)(=O)CCC)C=CC=C[C@H]1F
frontier orbital gap: 0.3171 hartree


# 3
This record from the Open Molecules 2025 dataset describes 6 unconnected molecules or ions with the total composition C18H27Cl6F9O6 at a distorted geometry. The level of theory is the ωB97M-V functional and the def2-TZVPD basis.

Positions of all 66 atoms, in Å:
C: -16.6889 -19.1881 -8.8959
C: -17.0172 -17.8476 -9.5334
O: -16.1356 -17.5868 -10.5817
C: -15.9354 -16.3885 -11.1668
O: -16.6595 -15.3439 -10.9908
C: -14.7868 -16.3506 -12.1266
F: -13.7985 -17.0062 -11.5765
F: -15.1223 -16.8937 -13.3102
F: -14.4479 -15.0567 -12.2109
H: -16.3673 -18.9710 -7.8773
H: -16.0124 -19.7212 -9.5639
H: -17.6541 -19.6683 -8.7349
H: -16.9289 -17.0188 -8.8309
H: -18.0194 -17.8363 -9.9620
C: -23.1887 -21.9582 -22.3660
C: -21.7732 -22.0673 -22.9836
O: -21.1246 -20.8964 -22.6981
C: -19.8910 -20.6340 -23.2417
O: -19.2397 -21.4650 -23.9587
C: -19.2556 -19.3128 -22.8376
F: -19.0903 -18.7006 -24.0645
F: -20.0473 -18.5810 -22.0494
F: -18.1286 -19.6084 -22.2587
H: -23.5638 -22.9652 -22.1833
H: -23.8732 -21.4942 -23.0762
H: -23.2233 -21.4691 -21.3925
H: -21.7845 -22.2464 -24.0587
H: -21.2169 -22.8700 -22.4997
C: -22.8538 -4.5171 -6.2166
C: -22.5567 -4.0888 -7.6927
O: -22.7757 -5.1364 -8.6050
C: -21.9594 -6.2361 -8.7778
O: -21.0648 -6.4594 -8.0086
C: -22.3344 -7.1730 -9.9785
F: -23.4693 -6.7641 -10.6050
F: -21.2720 -7.1322 -10.8177
F: -22.4811 -8.3843 -9.5198
H: -22.7400 -5.5800 -6.0039
H: -23.8667 -4.2961 -5.8800
H: -22.2988 -3.8172 -5.5918
H: -21.5215 -3.7565 -7.7708
H: -23.2472 -3.2763 -7.9184
Cl: -31.0941 -10.1033 -13.0865
C: -30.1583 -9.9004 -11.6041
C: -30.9573 -10.0637 -10.2492
Cl: -29.7291 -10.0738 -8.9022
H: -29.7938 -8.8734 -11.6276
H: -29.2481 -10.4993 -11.5731
H: -31.2539 -11.1126 -10.2574
H: -31.7733 -9.3422 -10.2095
Cl: -23.9066 -13.1281 -16.1478
C: -22.3882 -12.4048 -16.7542
C: -21.0740 -13.1302 -16.4945
Cl: -19.7296 -12.3588 -17.3915
H: -22.4011 -11.3450 -16.4994
H: -22.5267 -12.5199 -17.8292
H: -21.2179 -14.1700 -16.7879
H: -20.8811 -13.1257 -15.4217
Cl: -16.8198 -23.2588 -14.8757
C: -18.4176 -23.7224 -15.6355
C: -19.0681 -22.5213 -16.3690
Cl: -19.4754 -21.2734 -15.2643
H: -18.9753 -23.8886 -14.7139
H: -18.3336 -24.6364 -16.2235
H: -19.9406 -22.8277 -16.9460
H: -18.4538 -22.0678 -17.1469

Summary:
lowest unoccupied orbital energy: 0.29 eV
energy relative to the best compared isomer or geometry (same formula, charge and spin): 77.4 kcal per mole
strongest force on any atom: 0.134 hartree/bohr
HOMO level: -10.8 eV
structure (SMILES): CCOC(=O)C(F)(F)F.CCOC(=O)C(F)(F)F.CCOC(=O)C(F)(F)F.ClCCCl.ClCCCl.ClCCCl
frontier orbital gap: 0.4082 hartree


# 4
This record from the Open Molecules 2025 dataset describes 2 unconnected molecules or ions with the total composition C37H40BF3O2 at a distorted geometry. The level of theory is the ωB97M-V functional and the def2-TZVPD basis.

Positions of all 83 atoms, in Å:
C: -4.2001 0.3897 1.6069
C: -2.9758 1.2952 1.4481
C: -3.2750 2.3982 0.4282
C: -2.5021 1.8535 2.8622
C: -1.5317 3.0247 2.6855
C: -3.6644 2.2657 3.7706
O: -1.7836 0.7559 3.4396
B: -1.1764 0.0585 2.2607
C: 0.3861 0.4093 2.1959
C: 1.0652 0.6169 3.3727
C: 2.4262 0.8350 3.3551
C: 3.1054 0.8441 2.1529
C: 4.6039 1.0998 2.1289
F: 5.1402 0.4617 1.0666
F: 4.8076 2.4303 2.0250
F: 5.1461 0.6332 3.2742
C: 2.4160 0.6537 0.9715
C: 1.0543 0.4366 0.9961
C: -1.3681 -1.5664 2.4122
C: -0.7956 -2.0798 3.7106
C: -0.8341 -2.2830 1.1943
O: -1.8734 0.4930 1.0056
H: -5.0887 0.9681 1.8494
H: -4.3911 -0.1554 0.6853
H: -4.0415 -0.3360 2.4003
H: -4.0874 3.0376 0.7701
H: -2.3993 3.0164 0.2450
H: -3.5687 1.9575 -0.5223
H: -2.0365 3.9010 2.2838
H: -1.0880 3.2970 3.6406
H: -0.7253 2.7478 2.0096
H: -4.2515 3.0631 3.3185
H: -4.3228 1.4246 3.9749
H: -3.2851 2.6239 4.7254
H: 0.5202 0.6038 4.3005
H: 2.9768 0.9955 4.2681
H: 2.9598 0.6739 0.0408
H: 0.5023 0.2828 0.0857
H: -2.4620 -1.6287 2.4330
H: -1.2138 -1.5451 4.5637
H: -1.0012 -3.1428 3.8389
H: 0.2855 -1.9480 3.7392
H: -1.2694 -1.8809 0.2788
H: 0.2469 -2.1686 1.1189
H: -1.0514 -3.3512 1.2354
C: 4.0782 -7.8781 4.0154
C: 3.2710 -8.6329 3.1839
C: 1.9142 -8.4118 3.1432
C: 1.3263 -7.4357 3.9625
C: -0.1184 -7.1742 3.9360
C: -0.7714 -7.0951 2.6883
C: -2.1206 -7.0042 2.5042
C: -2.7684 -6.9025 1.2291
C: -4.1487 -6.6702 1.1741
C: -4.7958 -6.5456 -0.0322
C: -4.0897 -6.6659 -1.2155
C: -2.7267 -6.8948 -1.1856
C: -2.0696 -7.0141 0.0171
C: -0.8378 -7.0133 5.2076
C: -1.7595 -5.9755 5.3988
C: -2.4140 -5.8263 6.5987
C: -2.1830 -6.7157 7.6324
C: -1.2731 -7.7442 7.4713
C: -0.5967 -7.8864 6.2811
C: 2.1601 -6.6992 4.8165
C: 3.5180 -6.9094 4.8272
H: 5.1409 -8.0556 4.0441
H: 3.7070 -9.4042 2.5711
H: 1.2847 -9.0066 2.5028
H: -0.1366 -7.1101 1.8228
H: -2.7564 -7.0150 3.3709
H: -4.6963 -6.5751 2.0961
H: -5.8501 -6.3237 -0.0532
H: -4.6002 -6.5602 -2.1590
H: -2.1759 -6.9551 -2.1107
H: -1.0100 -7.1962 0.0218
H: -1.9202 -5.2741 4.5989
H: -3.0975 -5.0043 6.7343
H: -2.7073 -6.5996 8.5673
H: -1.0946 -8.4362 8.2787
H: 0.1105 -8.6880 6.1524
H: 1.7209 -5.9306 5.4300
H: 4.1472 -6.3112 5.4646

Summary:
lowest unoccupied orbital energy: -3.69 eV
energy relative to the best compared isomer or geometry (same formula, charge and spin): 72.1 kcal per mole
strongest force on any atom: 0.059 hartree/bohr
HOMO level: -6.1 eV
frontier orbital gap: 0.0898 hartree


# 5
This record from the Open Molecules 2025 dataset describes 2 unconnected molecules or ions with the total composition C4H12 at a distorted geometry. The level of theory is the ωB97M-V functional and the def2-TZVPD basis.

Positions of all 16 atoms, in Å:
C: -0.7933 0.6597 1.8026
C: -1.4999 1.7358 1.0020
H: -0.1670 0.0049 1.1662
H: -0.1271 1.0654 2.5647
H: -1.4782 -0.0796 2.2246
H: -2.4292 2.0454 1.4719
H: -1.7287 1.4912 -0.0452
H: -0.8892 2.6284 0.9080
C: 1.4881 -0.4858 -1.3596
C: 0.8261 -1.8830 -1.4033
H: 1.7020 -0.2447 -0.3211
H: 2.3883 -0.5256 -1.9599
H: 0.8119 0.2692 -1.7489
H: 0.8476 -2.3039 -2.4145
H: -0.2402 -1.8020 -1.1733
H: 1.2889 -2.5754 -0.7144

Summary:
lowest unoccupied orbital energy: 1.14 eV
energy relative to the best compared isomer or geometry (same formula, charge and spin): 4.1 kcal per mole
strongest force on any atom: 0.028 hartree/bohr
HOMO level: -11.7 eV
structure (SMILES): CC.CC
frontier orbital gap: 0.4710 hartree